A) Computed, not measured: 2 unconnected molecules or ions with the total composition C3H5BrO, with the ωB97M-V functional and the def2-TZVPD basis.

LUMO level (spin up / spin down)	0.47 / 0.47	eV
orbital gap (spin up / spin down)	8.7260 / 8.7252	eV

Geometry as XYZ:
```
10
C3H5BrO, DFT the ωB97M-V functional and the def2-TZVPD basis
C -1.511 0.355 -0.482
C -0.686 1.031 0.203
C 1.153 -0.432 0.679
O 0.712 -1.586 0.109
Br 2.711 0.490 -0.075
H -2.508 0.608 -1.055
H -1.210 -0.726 -0.693
H -0.274 1.976 0.495
H 1.199 -0.357 1.701
H 0.414 -1.360 -0.882
```


B) Computed, not measured: a single C3H5BrO molecule, with the ωB97M-V functional and the def2-TZVPD basis.

LUMO level	0.99	eV
orbital gap	9.6623	eV
SMILES string	CO/C=C/Br

Geometry as XYZ:
```
10
C3H5BrO, DFT the ωB97M-V functional and the def2-TZVPD basis
C 0.474 0.340 0.848
O -0.597 0.489 -0.080
C -0.535 -0.473 -1.064
C -1.442 -0.501 -2.005
Br -1.513 -1.682 -3.390
H 0.570 1.291 1.595
H 1.432 0.242 0.419
H 0.285 -0.612 1.264
H 0.247 -1.136 -1.193
H -2.213 0.207 -1.971
```


Most favorable structure: B). The second most favorable one is 2.694 eV above it.